Entry 1:
2 unconnected molecules or ions with the total composition C3HCl3O, computed with ωB97M-V with the def2-TZVPD basis set.

The geometry in XYZ format:
```
8
Properties=species:S:1:pos:R:3
C 2.436 -1.000 -1.129
C -0.940 0.698 -0.187
C -0.720 0.406 1.050
O 2.547 -1.869 -1.857
Cl -0.835 -0.455 -1.455
Cl -0.055 -1.127 1.712
Cl -1.059 1.585 2.316
H -1.374 1.763 -0.452
```

Kohn-Sham gap = 10.487 eV
E_tot = -1570.68927 hartree
HOMO = -9.878 eV
Largest force on an atom = 0.073 Eh/bohr

Results of the Löwdin charge analysis, in e, for atoms 1 through 5: C -0.022; C -0.709; C -1.160; O 0.009; Cl 0.619


Entry 2:
C3H6N2O in the gas phase, computed with ωB97M-V with the def2-TZVPD basis set.

The geometry in XYZ format:
```
12
Properties=species:S:1:pos:R:3
H -0.277 -2.241 -0.817
N -0.604 -1.734 0.009
C -0.453 -0.350 -0.145
C -1.528 0.639 0.127
C 0.921 -0.308 -0.032
N 1.857 0.674 -0.093
O 1.267 -1.567 0.213
H -1.106 1.627 0.324
H -2.096 0.328 1.010
H -2.237 0.735 -0.701
H 2.665 0.605 0.506
H 1.590 1.593 -0.400
```

Kohn-Sham gap = 7.643 eV
SMILES = [H]/N=C(/C)C(N)=O
E_tot = -302.53015 hartree
HOMO = -7.781 eV
Largest force on an atom = 0.032 Eh/bohr

Results of the Löwdin charge analysis, in e, for atoms 1 through 5: H 0.075; N 0.199; C -0.330; C -0.058; C -0.460


Entry 3:
A molecular structure, C6H10S2, computed with ωB97M-V with the def2-TZVPD basis set.

The geometry in XYZ format:
```
18
Properties=species:S:1:pos:R:3
C -0.722 -1.055 1.452
C -0.387 -0.630 -0.151
C -0.378 0.990 0.081
C 1.044 1.324 -0.620
C 1.698 0.120 -0.215
C 0.825 -1.009 -0.803
H -0.150 -0.534 2.329
H -1.779 -0.491 1.452
H -0.959 -2.068 1.709
H -2.751 0.115 -2.003
H -1.178 1.610 -0.401
H -0.234 1.260 1.208
H 1.359 2.172 0.017
H 0.619 1.411 -1.668
H 1.544 -0.012 0.759
H 0.964 -0.662 -1.899
S -2.177 -1.129 -0.844
S 2.662 -1.413 -0.404
```

Kohn-Sham gap = 8.932 eV
E_tot = -1030.71854 hartree
HOMO = -9.062 eV
Largest force on an atom = 0.133 Eh/bohr

Results of the Löwdin charge analysis, in e, for atoms 1 through 5: C -0.126; C -0.694; C -0.172; C -0.172; C -0.646


Entry 4:
A molecular structure, C38H38AsN5O2PSc, computed with ωB97M-V with the def2-TZVPD basis set.

The geometry in XYZ format:
```
86
Properties=species:S:1:pos:R:3
Sc 2.921 -0.979 0.571
C -2.001 0.191 -0.808
C -1.803 1.251 -1.901
As -3.312 2.374 -2.658
C -4.702 1.012 -2.775
C -4.392 -0.280 -3.170
C -5.417 -1.209 -3.367
C -6.739 -0.872 -3.104
C -7.047 0.445 -2.731
C -6.027 1.379 -2.499
C -3.852 3.172 -0.939
C -4.746 2.537 -0.014
C -5.178 3.225 1.109
C -4.737 4.549 1.339
C -3.945 5.197 0.371
C -3.449 4.498 -0.738
P -0.440 0.048 0.244
C -0.369 1.703 0.976
C -0.958 2.055 2.199
C -0.469 3.167 2.898
C 0.334 4.110 2.273
C 0.779 3.871 0.983
C 0.522 2.634 0.399
C -1.167 -1.097 1.487
C -1.905 -2.187 1.082
C -2.393 -3.130 2.011
C -2.206 -2.884 3.395
C -1.341 -1.836 3.797
C -0.775 -1.015 2.831
H -2.080 -0.811 -1.251
H -2.864 0.400 -0.164
H -1.284 0.867 -2.821
H -1.182 2.062 -1.575
H -3.367 -0.530 -3.442
H -5.134 -2.230 -3.671
H -7.544 -1.581 -3.223
H -8.085 0.802 -2.586
H -6.301 2.375 -2.167
H -5.041 1.510 -0.138
H -5.815 2.697 1.857
H -5.079 5.080 2.239
H -3.658 6.233 0.491
H -2.853 5.008 -1.501
H -1.725 1.447 2.639
H -0.790 3.298 3.915
H 0.567 5.032 2.769
H 1.465 4.555 0.502
H 1.053 2.362 -0.531
H -2.156 -2.364 0.024
H -3.029 -3.956 1.687
H -2.679 -3.545 4.129
H -1.129 -1.722 4.866
H -0.034 -0.280 3.167
N 3.520 -3.452 -5.206
C 3.884 -2.121 -5.058
O 4.316 -1.472 -6.023
C 3.556 -1.489 -3.747
C 4.088 -0.218 -3.504
C 3.871 0.345 -2.264
N 3.056 -0.230 -1.343
C 2.425 -1.358 -1.684
C 2.670 -2.022 -2.841
H 3.739 -3.954 -6.035
H 3.340 -4.035 -4.389
H 4.658 0.333 -4.271
H 4.167 1.376 -2.052
H 1.547 -1.744 -1.078
H 2.091 -2.901 -3.032
O 1.942 1.232 4.224
C 2.323 0.891 3.142
N 2.673 0.435 2.043
C 5.852 -2.717 4.847
C 5.631 -2.538 3.359
C 6.182 -3.186 2.239
C 5.642 -2.543 1.091
N 4.716 -1.627 1.501
N 4.795 -1.560 2.852
C 5.932 -2.706 -0.344
H 6.687 -3.446 4.992
H 4.946 -3.120 5.276
H 6.124 -1.759 5.360
H 6.852 -4.020 2.292
H 4.302 -0.828 3.348
H 7.006 -2.781 -0.490
H 5.561 -1.820 -0.922
H 5.466 -3.603 -0.763
```

Kohn-Sham gap = 4.056 eV
E_tot = -5232.45079 hartree
Net charge = +2
HOMO = -11.808 eV
Largest force on an atom = 0.079 Eh/bohr

Results of the Löwdin charge analysis, in e, for atoms 1 through 5: Sc 1.198; C -0.366; C -0.452; As 1.309; C -0.443


Entry 5:
A molecular structure, C21H22BF4NO2RuS3, computed with ωB97M-V with the def2-TZVPD basis set.

The geometry in XYZ format:
```
55
Properties=species:S:1:pos:R:3
Ru 0.044 1.356 1.444
O 0.998 -0.793 0.849
S 0.367 -2.160 0.949
C -0.600 -2.358 -0.601
C 0.144 -1.874 -1.841
C 0.162 -0.336 -1.971
C 1.565 0.209 -2.176
S 1.793 1.925 -1.560
O 1.563 1.808 -0.072
C 0.414 2.727 -2.393
C -0.861 2.830 -1.865
C -1.849 3.470 -2.594
C -1.558 4.008 -3.840
C -0.277 3.909 -4.361
C 0.716 3.271 -3.634
C 1.688 -3.317 0.575
C 2.957 -2.868 0.261
C 3.955 -3.801 0.015
C 3.673 -5.157 0.096
C 2.397 -5.594 0.428
C 1.396 -4.670 0.680
H -1.515 -1.785 -0.435
H -0.859 -3.416 -0.659
H -0.336 -2.312 -2.716
H 1.163 -2.265 -1.812
H -0.252 0.088 -1.056
H -0.485 -0.014 -2.786
H 1.880 0.193 -3.220
H 2.288 -0.339 -1.570
H -1.095 2.447 -0.885
H -2.845 3.558 -2.181
H -2.329 4.519 -4.401
H -0.045 4.346 -5.322
H 1.725 3.200 -4.025
H 3.165 -1.805 0.235
H 4.955 -3.470 -0.231
H 4.458 -5.879 -0.085
H 2.188 -6.653 0.500
H 0.400 -4.996 0.957
S 0.511 0.231 3.693
C -1.225 0.212 3.630
C -2.024 0.211 4.774
C -3.396 0.260 4.621
C -3.941 0.295 3.341
C -3.089 0.285 2.255
N -1.762 0.237 2.390
H -1.557 0.192 5.748
H -4.035 0.285 5.493
H -5.009 0.335 3.187
H -3.474 0.291 1.243
F 0.491 3.179 3.012
B -0.428 3.927 2.211
F -0.750 5.139 2.677
F -1.575 3.021 2.120
F 0.116 3.897 0.907
```

Kohn-Sham gap (spin up / spin down) = 9.009 / 6.008 eV
E_tot = -2732.31682 hartree
Spin multiplicity = 6
⟨S²⟩ = 8.761
Net charge = +1
HOMO (spin up / spin down) = -11.568 / -11.382 eV
Largest force on an atom = 0.024 Eh/bohr

Results of the Löwdin charge analysis, in e, for atoms 1 through 5: Ru 1.509; O -0.668; S 1.003; C -0.296; C -0.198


Entry 6:
2 unconnected molecules or ions with the total composition Br6HNSi2, computed with ωB97M-V with the def2-TZVPD basis set.

The geometry in XYZ format:
```
10
Properties=species:S:1:pos:R:3
Br -0.794 -0.197 2.569
Si -1.312 1.525 1.189
Br -1.943 0.861 -0.771
Br 0.510 2.761 0.817
Br -2.841 2.720 2.265
N 1.721 -1.566 -0.035
Si 1.173 -1.491 -1.585
Br 1.981 0.322 -2.593
Br -0.289 -2.675 -2.644
H 1.795 -2.261 0.786
```

Kohn-Sham gap = 9.009 eV
SMILES = Br[Si](Br)(Br)Br.N=[Si](Br)Br
E_tot = -16078.67023 hartree
HOMO = -9.586 eV
Largest force on an atom = 0.080 Eh/bohr

Results of the Löwdin charge analysis, in e, for atoms 1 through 5: Br 0.256; Si -1.146; Br 0.329; Br 0.277; Br 0.296


Entry 7:
A molecular structure, C43H47GeN9O2PRuS2, computed with ωB97M-V with the def2-TZVPD basis set.

The geometry in XYZ format:
```
106
Properties=species:S:1:pos:R:3
Ru -0.840 -0.473 1.064
C 3.699 1.948 2.989
N 2.762 0.895 2.614
C 3.083 -0.435 2.534
C 1.964 -1.087 2.113
N 0.965 -0.162 1.947
C 1.465 1.038 2.258
P 0.642 2.670 2.074
C 0.356 2.506 0.280
N -0.157 1.426 -0.297
C -0.083 1.630 -1.639
C 0.471 2.859 -1.877
N 0.746 3.404 -0.659
C 1.377 4.697 -0.427
C -1.052 2.192 2.574
N -1.705 1.067 2.272
C -2.992 1.212 2.713
C -3.119 2.444 3.284
N -1.898 3.050 3.191
C -1.612 4.410 3.636
H 4.624 1.820 2.431
H 3.923 1.902 4.054
H 3.279 2.922 2.760
H 4.069 -0.804 2.761
H 1.804 -2.141 1.945
H -0.398 0.893 -2.358
H 0.690 3.362 -2.804
H 1.014 5.419 -1.153
H 2.459 4.618 -0.526
H 1.136 5.052 0.571
H -3.740 0.446 2.607
H -3.968 2.927 3.737
H -1.844 5.124 2.846
H -0.564 4.505 3.908
H -2.226 4.645 4.501
C 0.637 -2.521 8.188
N 0.342 -2.554 6.753
C -0.016 -1.576 5.942
S -0.506 -2.038 4.344
N -0.031 -0.279 6.230
C 0.442 0.443 7.414
H 1.044 -3.488 8.467
H -0.268 -2.348 8.771
H 1.375 -1.761 8.425
H 0.253 -3.476 6.347
H -0.372 0.287 5.469
H 1.525 0.381 7.509
H -0.025 0.075 8.323
H 0.171 1.487 7.289
S -4.383 -1.154 -1.720
C -2.925 -0.504 -1.126
N -2.627 -0.802 0.109
C -3.599 -1.621 0.685
C -3.594 -2.124 1.987
C -4.654 -2.909 2.390
C -5.699 -3.214 1.510
C -5.709 -2.736 0.217
C -4.651 -1.926 -0.186
H -2.301 0.123 -1.741
H -2.760 -1.911 2.645
H -4.680 -3.294 3.400
H -6.513 -3.839 1.851
H -6.505 -2.990 -0.469
O -0.013 -1.426 -0.878
C -0.253 -2.578 -0.424
O -0.535 -2.685 0.811
C -0.236 -3.788 -1.316
C 1.198 -4.310 -1.530
Ge 1.934 -5.796 -0.397
C 1.174 -6.187 1.382
C 0.084 -5.515 1.931
C -0.379 -5.841 3.200
C 0.239 -6.843 3.934
C 1.335 -7.509 3.401
C 1.802 -7.178 2.139
C 3.786 -5.113 -0.017
C 3.856 -4.124 0.963
C 5.053 -3.453 1.184
C 6.176 -3.777 0.437
C 6.112 -4.782 -0.514
C 4.915 -5.460 -0.740
C 2.197 -7.448 -1.476
C 2.736 -7.353 -2.754
C 2.911 -8.498 -3.522
C 2.572 -9.738 -3.001
C 2.013 -9.833 -1.737
C 1.832 -8.690 -0.967
H -0.653 -3.470 -2.273
H -0.891 -4.548 -0.889
H 1.907 -3.485 -1.449
H 1.282 -4.683 -2.551
H -0.411 -4.728 1.380
H -1.236 -5.316 3.611
H -0.128 -7.109 4.917
H 1.823 -8.289 3.971
H 2.671 -7.690 1.743
H 2.982 -3.884 1.564
H 5.112 -2.692 1.956
H 7.109 -3.256 0.610
H 6.993 -5.056 -1.080
H 4.885 -6.257 -1.472
H 3.015 -6.392 -3.172
H 3.317 -8.417 -4.522
H 2.763 -10.634 -3.577
H 1.722 -10.796 -1.336
H 1.389 -8.784 0.016
```

Kohn-Sham gap (spin up / spin down) = 6.180 / 2.354 eV
E_tot = -5618.73851 hartree
Spin multiplicity = 5
⟨S²⟩ = 6.016
Net charge = +3
HOMO (spin up / spin down) = -13.634 / -13.633 eV
Largest force on an atom = 0.029 Eh/bohr

Results of the Löwdin charge analysis, in e, for atoms 1 through 5: Ru 1.509; C 0.010; N -0.097; C -0.002; C -0.096


Entry 8:
A molecular structure, C10H22CeCl2O3P, computed with ωB97M-V with the def2-TZVPD basis set.

The geometry in XYZ format:
```
39
Properties=species:S:1:pos:R:3
C -0.711 -4.120 -3.311
C -0.976 -3.053 -2.309
H -1.719 -4.404 -3.646
H -0.137 -4.991 -2.917
H -0.101 -3.686 -4.132
O -1.779 -2.602 -1.507
Cl 2.367 -2.800 -1.183
Ce 0.331 -1.628 -0.471
P -0.377 1.147 -1.545
C -1.791 2.306 -1.592
C 0.962 2.412 -1.516
H 0.456 -0.137 -3.458
H -0.148 1.495 -3.907
H -1.306 0.167 -3.581
C -0.342 0.605 -3.294
H 1.932 1.897 -1.534
H 0.878 3.111 -2.363
H -1.655 3.085 -2.360
H -1.899 2.808 -0.620
H 0.896 2.979 -0.574
H -2.725 1.770 -1.799
C -2.075 -0.385 0.144
O -3.042 0.096 0.567
Cl 2.645 -0.314 -0.120
C -0.506 1.505 3.408
C 0.248 1.083 2.167
O 0.309 -0.352 1.908
C 0.838 -1.076 3.062
C 2.096 -0.483 3.696
H -1.555 1.200 3.379
H -0.494 2.594 3.458
H -0.063 1.144 4.330
H -0.161 1.516 1.248
H 1.291 1.404 2.232
H 0.025 -1.107 3.816
H 1.031 -2.092 2.681
H 1.894 0.417 4.297
H 2.477 -1.242 4.391
H 2.883 -0.270 2.955
```

Kohn-Sham gap (spin up / spin down) = 4.189 / 4.179 eV
E_tot = -2355.56649 hartree
Net charge = +3
HOMO (spin up / spin down) = -19.694 / -19.694 eV
Largest force on an atom = 0.127 Eh/bohr

Results of the Löwdin charge analysis, in e, for atoms 1 through 5: C 0.097; C -0.067; H 0.159; H 0.168; H 0.151